(1)
Entry from the Open Molecules 2025 dataset: C42H47FHfN10O3 as an isolated structure (wB97M-V/def2-TZVPD).

```
104
Properties=species:S:1:pos:R:3:forces:R:3
Hf 0.031 -0.040 0.122 -0.87 1.51 0.75
C -3.038 -1.591 -4.313 -0.02 -0.01 0.06
C -2.860 -0.463 -3.288 -0.14 -0.05 0.02
C -3.676 -0.683 -2.026 0.03 -0.06 -0.09
C -5.053 -0.485 -2.091 -0.01 0.05 -0.05
C -5.866 -0.712 -0.993 -0.05 -0.01 0.02
C -5.304 -1.150 0.193 -0.03 0.04 0.07
C -3.932 -1.363 0.308 -0.08 -0.04 0.00
C -3.382 -1.862 1.626 -0.14 -0.19 -0.05
C -3.716 -3.339 1.857 0.02 -0.05 0.00
C -3.126 -1.124 -0.810 0.20 0.06 -0.28
N -1.687 -1.288 -0.742 0.01 -0.41 -0.33
C -1.202 -2.308 -1.410 -0.24 0.06 -0.06
C 0.173 -2.429 -1.651 0.09 0.07 0.02
C 0.902 -3.372 -2.363 0.09 -0.21 -0.12
C 2.234 -2.947 -2.331 0.05 -0.07 -0.05
C 2.261 -1.765 -1.601 -0.01 0.00 0.05
N 1.019 -1.426 -1.182 -0.21 -0.40 -0.38
H -2.494 -1.369 -5.233 -0.03 -0.01 0.08
H -4.092 -1.726 -4.564 0.07 0.00 0.01
H -2.668 -2.545 -3.925 -0.04 0.08 -0.05
H -3.176 0.479 -3.747 0.00 -0.03 0.03
H -1.803 -0.356 -3.057 0.12 0.08 0.03
H -5.490 -0.149 -3.026 0.04 -0.02 0.08
H -6.935 -0.548 -1.064 0.08 -0.02 0.01
H -5.935 -1.331 1.058 0.03 0.00 -0.07
H -3.815 -1.273 2.440 -0.03 0.00 0.01
H -2.305 -1.716 1.665 0.14 -0.05 0.04
H -4.796 -3.500 1.832 0.09 0.01 -0.01
H -3.350 -3.678 2.828 -0.02 0.01 -0.05
H -3.271 -3.972 1.082 -0.04 0.06 0.05
H -1.877 -3.056 -1.824 -0.01 0.02 0.01
H 0.498 -4.248 -2.857 0.08 0.11 0.09
H 3.088 -3.424 -2.790 -0.11 0.04 0.04
H 3.121 -1.152 -1.368 -0.05 0.01 0.00
C 4.610 -3.451 5.234 -0.05 0.04 0.02
C 4.604 -3.977 3.805 -0.11 0.03 0.03
C 4.559 -5.490 3.696 -0.12 0.01 -0.06
C 3.257 -6.031 4.268 -0.11 0.08 -0.07
C 2.070 -5.341 3.635 0.25 -0.06 0.07
C 0.848 -5.958 3.563 -0.04 -0.16 0.06
C -0.234 -5.326 2.947 -0.03 -0.11 0.02
F -1.386 -5.992 2.870 -0.05 0.00 0.01
C -0.142 -4.077 2.417 -0.05 0.18 -0.05
C 1.092 -3.411 2.483 -0.11 0.11 0.00
C 1.226 -2.082 1.948 -0.18 0.17 0.15
O 0.136 -1.430 1.589 0.81 -0.81 0.64
C 2.516 -1.551 1.861 -0.09 0.05 -0.04
C 3.561 -2.241 2.462 0.09 0.00 -0.07
N 3.428 -3.400 3.069 -0.01 -0.19 0.11
C 2.196 -4.052 3.071 0.26 0.04 0.04
C 2.918 -0.271 1.174 -0.21 0.11 -0.04
O 4.065 0.095 1.194 0.04 0.07 -0.06
O 1.946 0.391 0.573 0.97 -0.49 0.14
H 5.467 -3.863 5.771 -0.06 0.02 -0.04
H 3.700 -3.728 5.772 0.07 0.02 -0.03
H 4.696 -2.363 5.245 0.00 -0.06 0.01
H 5.485 -3.609 3.285 0.01 0.07 -0.11
H 5.420 -5.905 4.216 0.00 0.00 0.02
H 4.641 -5.774 2.645 0.05 -0.02 -0.01
H 3.226 -5.885 5.350 -0.01 -0.01 0.01
H 3.187 -7.105 4.100 -0.03 0.00 -0.01
H 0.712 -6.955 3.968 -0.01 0.06 -0.04
H -0.988 -3.613 1.933 -0.02 0.02 0.04
H 4.550 -1.796 2.438 -0.02 -0.01 0.04
N -2.046 0.949 1.050 0.10 -0.13 0.12
C -2.004 1.451 2.447 0.04 -0.08 -0.16
C -0.835 2.395 2.539 0.10 -0.06 -0.07
N 0.334 1.620 2.092 -0.36 0.04 -0.10
H -2.339 1.727 0.471 -0.03 0.10 -0.10
H -2.796 0.269 0.957 -0.04 0.09 -0.02
H -1.854 0.599 3.110 -0.02 -0.06 0.03
H -2.935 1.939 2.725 -0.12 0.02 0.02
H -0.729 2.800 3.543 0.04 0.02 0.09
H -0.977 3.232 1.853 0.02 0.05 -0.01
H 0.601 0.986 2.839 0.10 -0.11 0.01
H 1.144 2.208 1.937 0.09 0.06 -0.13
C 2.392 1.793 -2.217 -0.11 -0.04 0.02
C 0.958 2.185 -2.141 -0.34 -0.02 -0.10
N -0.028 1.579 -1.454 -0.05 0.69 -0.21
C -1.208 2.267 -1.772 0.11 -0.47 0.06
C -0.932 3.258 -2.634 0.21 0.22 -0.18
N 0.433 3.204 -2.853 0.09 0.04 -0.35
C 1.133 3.987 -3.894 -0.08 -0.15 0.02
N 1.431 3.219 -5.061 0.04 0.17 0.44
N 2.710 2.758 -5.238 -0.37 -0.29 -0.51
N 2.736 2.011 -6.270 -0.21 0.21 0.24
C 1.452 1.944 -6.803 0.37 -0.17 -0.10
C 0.977 1.254 -7.921 0.04 -0.09 -0.14
C -0.365 1.367 -8.206 0.02 -0.02 -0.03
C -1.223 2.150 -7.407 0.05 0.05 0.09
C -0.764 2.840 -6.303 0.00 0.00 -0.05
C 0.602 2.716 -6.027 -0.06 0.07 0.18
H 2.760 1.480 -1.245 -0.03 -0.03 0.06
H 3.007 2.610 -2.581 -0.02 0.02 -0.01
H 2.510 0.968 -2.924 -0.03 0.02 0.03
H -2.180 1.941 -1.445 0.04 0.00 0.02
H -1.569 3.995 -3.101 0.14 -0.12 0.03
H 2.070 4.360 -3.502 0.13 0.06 0.05
H 0.493 4.827 -4.142 -0.11 0.09 0.00
H 1.648 0.664 -8.535 -0.07 0.06 0.07
H -0.774 0.856 -9.070 0.02 0.03 0.07
H -2.270 2.219 -7.676 0.05 0.00 0.01
H -1.430 3.456 -5.711 0.05 -0.04 -0.03
```
Positions in Å, forces in eV/Å.

The HOMO energy is -12.992 eV. As for the net charge: +2.

(2)
Entry from the Open Molecules 2025 dataset: a single C17H21N3O4S molecule (wB97M-V/def2-TZVPD).

```
46
Properties=species:S:1:pos:R:3:forces:R:3
C 6.366 2.826 0.500 -0.35 -0.29 -0.08
C 5.513 1.662 0.022 0.39 0.03 -0.10
O 4.211 1.840 0.549 -0.16 0.08 0.10
C 3.255 0.922 0.274 -0.26 -0.14 0.00
C 3.437 -0.216 -0.507 0.30 0.18 -0.02
C 2.384 -1.090 -0.714 -0.24 0.07 0.09
C 1.137 -0.838 -0.165 0.59 0.15 0.08
N 0.075 -1.756 -0.389 -0.26 -0.28 0.81
C -0.786 -1.568 -1.549 -0.13 -0.09 -0.64
C -0.044 -1.847 -2.850 -0.17 0.14 0.25
C -1.360 -0.135 -1.548 -0.08 -0.39 0.10
O -1.042 0.695 -2.371 0.05 0.12 -0.16
N -2.220 0.054 -0.518 -0.24 -0.16 0.31
C -2.876 1.226 -0.144 -0.14 0.51 -0.03
C -2.774 2.433 -0.832 0.05 -0.04 -0.03
C -3.484 3.523 -0.356 -0.06 -0.16 0.16
C -4.266 3.372 0.778 0.02 0.32 -0.17
N -4.363 2.229 1.439 -0.23 -0.05 0.34
C -3.690 1.189 0.993 0.25 -0.17 -0.26
S -0.569 -2.519 0.931 0.22 -1.01 -0.10
C -0.225 -4.256 0.563 -0.23 0.87 0.27
O 0.155 -2.148 2.103 0.25 0.02 -0.06
O -2.005 -2.351 0.933 -0.03 -0.21 -0.16
C 0.952 0.294 0.621 0.15 0.08 -0.10
C 1.999 1.161 0.839 0.16 0.07 -0.04
H 6.397 2.841 1.586 0.05 0.02 0.10
H 7.377 2.727 0.115 0.11 0.01 -0.03
H 5.941 3.763 0.153 0.00 0.11 -0.04
H 5.936 0.711 0.377 -0.10 0.06 -0.08
H 5.476 1.644 -1.076 -0.03 -0.07 0.12
H 4.394 -0.437 -0.954 0.09 0.02 -0.02
H 2.535 -1.975 -1.312 0.00 -0.11 -0.04
H -1.613 -2.275 -1.422 0.02 0.14 -0.18
H -0.746 -1.809 -3.679 0.00 0.02 -0.10
H 0.713 -1.084 -3.010 0.05 0.02 -0.08
H 0.425 -2.827 -2.820 0.01 -0.12 0.03
H -2.379 -0.742 0.100 0.07 0.14 -0.24
H -2.154 2.507 -1.710 0.01 -0.02 -0.01
H -3.429 4.473 -0.864 -0.01 0.08 -0.03
H -4.840 4.195 1.183 -0.01 0.13 -0.04
H -3.791 0.272 1.560 0.04 -0.16 0.02
H -0.675 -4.500 -0.389 -0.08 -0.04 -0.19
H 0.850 -4.371 0.536 0.19 0.01 -0.03
H -0.656 -4.855 1.354 -0.11 -0.05 0.15
H -0.010 0.482 1.072 -0.09 0.05 0.05
H 1.872 2.042 1.449 -0.03 0.10 0.08
```
Positions in Å, forces in eV/Å.

The HOMO energy is -8.607 eV. As for the net charge: 0. Its SMILES is CCOc1ccc(N([C@H](C)C(=O)Nc2cccnc2)S(C)(=O)=O)cc1.

(3)
Entry from the Open Molecules 2025 dataset: a single CH2N4OS molecule (wB97M-V/def2-TZVPD).

```
9
Properties=species:S:1:pos:R:3:forces:R:3
H 0.825 2.241 0.003 -0.12 -0.06 -0.01
N 0.040 1.596 -0.003 0.13 0.35 0.03
C 0.408 0.395 -0.001 0.18 -0.36 -0.04
O 1.645 -0.173 0.001 0.02 0.31 -0.04
N 1.490 -1.574 -0.005 -0.44 -0.17 0.10
N 0.273 -1.832 0.003 0.39 0.03 -0.10
N -0.429 -0.694 -0.006 -0.37 -0.17 0.06
S -2.154 -0.653 -0.001 0.29 0.07 0.00
H -2.099 0.693 0.010 -0.07 0.01 0.00
```
Positions in Å, forces in eV/Å.

The HOMO energy is -9.240 eV. As for the net charge: 0. Its SMILES is [H]/N=c1\onnn1S.

Quick rundown of maximum force, same order as above: 0.0369, 0.0201, 0.0094 Eh/bohr
Quick rundown of lowest unoccupied orbital energy, same order as above: -5.483, 0.432, 0.402 eV
Quick rundown of energy relative to the best compared isomer or geometry (same formula, charge and spin), same order as above: 13.2, 53.0, 10.9 kcal per mole